Run A
A 2-piece molecular cluster, H3N6 overall. Source: the Open Molecules 2025 dataset; level of theory: wB97M-V/def2-TZVPD.

```
9
Properties=species:S:1:pos:R:3:lowdin_charge:R:1
N 1.956 -0.169 -0.024 -0.248
N 2.526 0.697 -0.392 0.262
N -0.618 -1.002 -0.904 0.357
N 1.198 -0.986 0.500 0.057
N -1.160 -0.136 -0.461 -0.107
N -1.720 0.831 0.091 0.185
H 1.620 -1.831 0.709 0.067
H -1.159 1.267 0.822 0.162
H -2.641 1.329 -0.341 0.262
```

Charge: +1

---

Run B
An isolated ion of composition H3N6 and charge +1. Source: the Open Molecules 2025 dataset; level of theory: wB97M-V/def2-TZVPD.

```
9
Properties=species:S:1:pos:R:3:lowdin_charge:R:1
N -1.943 1.075 -1.374 0.361
N -1.765 0.928 -0.301 -0.107
N -1.268 0.757 0.801 0.055
N 0.136 -0.122 1.050 0.158
N 0.647 -0.367 -0.066 -0.129
N 1.673 -0.979 -0.443 0.102
H -1.609 1.188 1.699 0.199
H 1.818 -0.903 -1.508 0.186
H 2.312 -1.577 0.143 0.175
```

Charge: +1
SMILES: N#[N+]N/N=N/N

---

Taking the most stable structure as the zero point, the relative energies in kJ/mol are run A 0.0; run B 61.2.

---

Run A
One molecule with the formula C21H25N3O4S. Source: the Open Molecules 2025 dataset; level of theory: wB97M-V/def2-TZVPD.

```
54
Properties=species:S:1:pos:R:3:lowdin_charge:R:1
C 2.882 3.083 0.910 -0.075
O 2.035 2.828 -0.190 -0.096
C 0.695 2.742 0.017 -0.291
C 0.077 2.804 1.265 -0.002
C -1.288 2.585 1.362 -0.067
C -2.032 2.314 0.232 -0.270
S -3.746 1.796 0.405 0.676
O -4.235 2.319 1.646 -0.273
O -4.426 2.099 -0.819 -0.271
N -3.752 0.158 0.552 -0.172
C -3.564 -0.767 -0.541 -0.292
C -4.171 -2.064 0.020 -0.098
C -4.009 -1.925 1.545 -0.099
C -3.319 -0.562 1.725 -0.292
C -1.792 -0.699 1.725 -0.070
C -1.237 -1.279 0.412 -0.260
N 0.116 -0.784 0.237 0.107
C 1.138 -1.569 -0.229 -0.518
O 1.061 -2.775 -0.289 0.073
N 2.244 -0.821 -0.567 0.141
C 3.494 -1.258 -1.008 -0.225
C 3.836 -2.602 -1.114 -0.015
C 5.099 -2.955 -1.554 -0.083
C 6.030 -1.987 -1.889 -0.106
C 5.691 -0.649 -1.785 -0.096
C 4.433 -0.284 -1.348 -0.037
C -2.071 -0.927 -0.838 -0.066
C -1.444 2.346 -1.021 -0.068
C -0.084 2.553 -1.131 0.008
H 3.889 3.137 0.498 0.095
H 2.836 2.276 1.647 0.100
H 2.638 4.035 1.389 0.099
H 0.646 3.005 2.159 0.112
H -1.791 2.623 2.316 0.123
H -4.089 -0.391 -1.420 0.146
H -3.655 -2.938 -0.371 0.116
H -5.223 -2.134 -0.250 0.114
H -3.411 -2.727 1.972 0.115
H -4.980 -1.919 2.036 0.114
H -3.652 -0.025 2.615 0.146
H -1.480 -1.329 2.559 0.128
H -1.358 0.290 1.881 0.088
H -1.148 -2.366 0.494 0.146
H 0.191 0.218 0.136 0.105
H 2.154 0.185 -0.523 0.122
H 3.111 -3.355 -0.856 0.098
H 5.356 -4.001 -1.634 0.103
H 7.014 -2.272 -2.232 0.097
H 6.408 0.116 -2.046 0.101
H 4.166 0.762 -1.270 0.101
H -1.923 -1.699 -1.595 0.130
H -1.701 0.013 -1.252 0.091
H -2.066 2.214 -1.892 0.123
H 0.407 2.563 -2.092 0.128
```

SMILES: COc1ccc(S(=O)(=O)N2[C@@H]3CC[C@H]2C[C@H](NC(=O)Nc2ccccc2)C3)cc1

---

Run B
One molecule with the formula C21H25N3O4S. Source: the Open Molecules 2025 dataset; level of theory: wB97M-V/def2-TZVPD.

```
54
Properties=species:S:1:pos:R:3:lowdin_charge:R:1
C -7.465 -1.428 0.899 -0.080
C -7.280 -0.079 0.199 -0.154
C -5.927 0.501 0.562 -0.437
O -5.780 1.199 1.541 0.081
N -4.878 0.157 -0.250 0.030
C -4.986 -0.645 -1.469 -0.107
C -3.545 -0.865 -1.963 -0.077
C -2.731 -0.019 -1.032 -0.143
C -1.376 0.219 -1.031 -0.004
C -0.861 1.041 -0.041 -0.286
S 0.900 1.305 0.047 0.652
O 1.495 0.915 -1.203 -0.303
O 1.186 2.612 0.555 -0.278
N 1.440 0.245 1.217 -0.119
C 1.076 -1.155 1.114 -0.210
C 1.815 -1.828 -0.046 -0.089
C 3.321 -1.784 0.221 -0.469
O 3.888 -2.707 0.767 0.065
N 3.885 -0.625 -0.187 0.150
C 5.211 -0.198 -0.029 -0.166
C 6.212 -1.069 0.390 -0.012
C 7.514 -0.625 0.531 -0.089
C 7.833 0.691 0.252 -0.099
C 6.838 1.557 -0.167 -0.057
C 5.523 1.140 -0.314 -0.205
C 4.476 2.114 -0.766 -0.037
C -1.667 1.613 0.924 -0.041
C -3.033 1.376 0.931 0.034
C -3.557 0.549 -0.054 -0.127
H -8.453 -1.827 0.686 0.075
H -7.365 -1.302 1.974 0.083
H -6.722 -2.153 0.570 0.066
H -8.033 0.615 0.577 0.121
H -7.408 -0.181 -0.877 0.100
H -5.484 -1.593 -1.258 0.116
H -5.574 -0.100 -2.215 0.128
H -3.419 -0.554 -3.000 0.123
H -3.249 -1.913 -1.892 0.123
H -0.716 -0.198 -1.775 0.123
H 1.301 0.647 2.129 0.115
H -0.011 -1.270 0.978 0.112
H 1.361 -1.646 2.047 0.135
H 1.508 -2.873 -0.093 0.125
H 1.577 -1.328 -0.982 0.095
H 3.256 0.062 -0.588 0.081
H 5.962 -2.093 0.609 0.096
H 8.279 -1.314 0.858 0.100
H 8.848 1.044 0.360 0.097
H 7.086 2.586 -0.384 0.106
H 3.992 1.781 -1.684 0.083
H 3.698 2.243 -0.013 0.066
H 4.927 3.085 -0.956 0.081
H -1.215 2.259 1.659 0.118
H -3.674 1.817 1.675 0.106
```

SMILES: CCC(=O)N1CCc2cc(S(=O)(=O)NCCC(=O)Nc3ccccc3C)ccc21

---

Taking the most stable structure as the zero point, the relative energies in kJ/mol are run A 60.5; run B 0.0.

---

Run A
One molecule with the formula C6H9N3. Source: the Open Molecules 2025 dataset; level of theory: wB97M-V/def2-TZVPD.

```
18
Properties=species:S:1:pos:R:3:lowdin_charge:R:1
C 0.478 1.932 0.385 0.050
C 0.379 0.716 -0.140 -0.276
N -0.776 0.025 -0.481 -0.172
C -2.043 0.640 -0.169 -0.090
C -0.644 -1.342 0.097 -0.124
C 0.824 -1.716 -0.156 -0.085
N 1.497 -0.379 -0.202 -0.012
C 2.770 -0.056 -0.097 -0.329
N 3.857 0.306 -0.050 0.140
H -0.420 2.634 0.252 0.076
H 1.369 2.386 0.882 0.073
H -1.963 1.615 -0.664 0.082
H -2.932 0.172 -0.670 0.103
H -2.239 0.669 0.921 0.100
H -1.312 -1.942 -0.446 0.106
H -0.899 -1.188 1.138 0.121
H 1.158 -2.393 0.598 0.111
H 0.898 -2.081 -1.198 0.129
```

SMILES: C=C1N(C)CCN1C#N

---

Run B
One molecule with the formula C6H9N3. Source: the Open Molecules 2025 dataset; level of theory: wB97M-V/def2-TZVPD.

```
18
Properties=species:S:1:pos:R:3:lowdin_charge:R:1
C 2.051 -0.751 0.651 -0.133
N 1.367 -0.668 -0.586 -0.089
C 0.026 -0.484 -0.438 -0.345
N -0.727 -1.542 -0.394 0.117
C -2.054 -1.408 -0.058 -0.083
C -2.526 -0.083 0.164 -0.157
N -1.761 0.978 0.211 0.101
C -0.470 0.851 -0.045 -0.258
C 0.307 2.082 -0.259 -0.054
H 1.717 -1.615 1.193 0.069
H 2.042 0.225 1.261 0.111
H 3.132 -0.925 0.381 0.096
H 1.623 -1.477 -1.211 0.153
H -2.653 -2.342 0.153 0.114
H -3.597 -0.080 0.277 0.088
H 0.126 2.419 -1.313 0.097
H 0.035 2.985 0.401 0.114
H 1.363 1.837 -0.388 0.060
```

SMILES: CNc1nccnc1C

---

Taking the most stable structure as the zero point, the relative energies in kJ/mol are run A 98.3; run B 0.0.

---

Run A
One molecule with the formula C6H9N3. Source: the Open Molecules 2025 dataset; level of theory: wB97M-V/def2-TZVPD.

```
18
Properties=species:S:1:pos:R:3:lowdin_charge:R:1
N -2.290 -0.974 -0.213 0.100
C -0.998 -0.725 0.112 -0.367
C 0.042 -1.641 0.077 -0.026
C 1.487 -1.355 0.180 -0.183
N 2.174 -0.305 -0.145 0.014
N 1.396 0.825 -0.477 -0.049
C 0.417 1.422 0.382 -0.241
C -0.951 1.897 -0.258 -0.014
C -0.817 0.630 0.532 -0.273
H -2.697 -0.211 -0.742 0.101
H -2.404 -1.984 -0.579 0.142
H -0.383 -2.655 -0.166 0.104
H 2.226 -2.152 0.396 0.097
H 1.988 1.517 -0.882 0.102
H 0.847 1.931 1.193 0.121
H -0.974 1.824 -1.337 0.100
H -1.454 2.769 0.269 0.120
H -1.189 0.777 1.543 0.153
```

SMILES: NC1=CC=NN[C@H]2C[C@@H]12

---

Run B
One molecule with the formula C6H9N3. Source: the Open Molecules 2025 dataset; level of theory: wB97M-V/def2-TZVPD.

```
18
Properties=species:S:1:pos:R:3:lowdin_charge:R:1
C -4.280 0.034 -0.004 -0.309
C -2.998 0.578 -0.031 -0.137
C -1.897 -0.212 -0.018 -0.172
C 1.480 -0.110 0.006 -0.321
C 1.646 1.365 0.026 -0.032
C 2.660 -1.032 0.005 -0.029
N -5.347 -0.398 0.046 0.112
N 0.299 -0.609 -0.015 0.002
N -0.640 0.259 -0.030 -0.029
H -2.911 1.656 -0.048 0.099
H -2.027 -1.302 -0.001 0.119
H 2.679 1.642 0.213 0.078
H 0.995 1.792 0.790 0.087
H 1.320 1.791 -0.926 0.095
H 2.772 -1.522 -0.966 0.086
H 2.546 -1.813 0.756 0.082
H 3.576 -0.488 0.212 0.076
H 0.126 -1.631 -0.016 0.193
```

---

Taking the most stable structure as the zero point, the relative energies in kJ/mol are run A 29.4; run B 0.0.

---

Run A
CH2I3P as an isolated structure. Source: the Open Molecules 2025 dataset; level of theory: wB97M-V/def2-TZVPD.

```
7
Properties=species:S:1:pos:R:3:lowdin_charge:R:1
C -0.548 0.026 0.500 -2.041
P 0.666 0.123 -1.266 0.651
I -1.282 1.992 0.964 0.582
I -2.210 -0.903 -0.512 0.590
I 0.420 -0.950 2.229 0.584
H 1.162 -1.035 -0.998 -0.199
H 1.792 0.747 -0.918 -0.166
```

---

Run B
CH2I3P as an isolated structure. Source: the Open Molecules 2025 dataset; level of theory: wB97M-V/def2-TZVPD.

```
7
Properties=species:S:1:pos:R:3:lowdin_charge:R:1
C 0.197 -0.112 -0.564 -1.929
P -1.130 -0.254 0.786 0.587
I -0.596 -0.780 -2.469 0.602
I 0.168 2.372 -0.627 0.401
I 2.275 -0.604 -0.251 0.623
H -0.415 0.678 1.430 -0.220
H -0.499 -1.300 1.696 -0.064
```

---

Taking the most stable structure as the zero point, the relative energies in kJ/mol are run A 14.9; run B 0.0.